This record from OMol25 describes a gas-phase ion, C4H9BrN (charge +1). The level of theory is ωB97M-V with the def2-TZVPD basis set.

Properties
⟨S²⟩: 2.01
2S+1: 3
Lowest unoccupied orbital energy (spin up / spin down) in eV: -3.54 / -5.43
Charge: +1
Highest occupied orbital energy (spin up / spin down) in eV: -12.21 / -14.59
Frontier orbital gap (spin up / spin down) in eV: 8.7 / 9.2

Last column: Mulliken spin population.
Element x y z (Å)
C1 0.9030 1.2150 -0.4023  0.02
C2 1.7334 0.5423 0.6338  0.78
C3 -0.4726 -0.6411 -0.3441  0.78
C4 -1.5441 -1.4970 0.2815  0.01
N1 -0.5062 0.7536 -0.2236  0.04
Br1 3.3029 -0.1722 0.1306  0.15
H1 1.0759 2.2976 -0.5652  0.03
H2 1.2424 0.7484 -1.3397  0.01
H3 1.6108 0.9298 1.5948  0.01
H4 0.2168 -1.1516 -1.0410  -0.01
H5 -2.4216 -0.9675 0.8963  0.00
H6 -0.9811 -2.1784 1.0770  0.07
H7 -1.9494 -2.2773 -0.3575  0.04
H8 -1.1484 1.0118 0.5808  0.01
H9 -1.0620 1.3864 -0.9215  0.05

---

This record from OMol25 describes 2 unconnected molecules or ions with the total composition C4H9BrN3. The level of theory is ωB97M-V with the def2-TZVPD basis set.

Properties
Lowest unoccupied orbital energy (spin up / spin down) in eV: -3.44 / -3.44
Charge: +1
Highest occupied orbital energy (spin up / spin down) in eV: -11.38 / -11.38
Frontier orbital gap (spin up / spin down) in eV: 7.9 / 7.9

Last column: natural (NBO) charge in e.
Element x y z (Å)
C1 2.0647 0.5361 0.0172  -0.03
C2 -1.0702 0.0901 -0.4050  0.40
C3 3.6615 2.2534 0.8673  -0.15
C4 -2.2481 -1.7655 0.5350  -0.44
N1 2.9242 1.3394 0.3542  -0.32
N2 -1.6980 0.0086 -1.5568  -0.72
N3 -1.4512 -0.5074 0.6814  -0.51
Br1 1.9105 -0.9599 -1.1485  0.09
H1 4.0987 3.0953 0.3115  0.23
H2 3.9946 2.0146 1.8364  0.21
H3 -0.3221 0.8146 -0.3211  0.25
H4 -3.3457 -1.5435 0.5339  0.23
H5 -2.0155 -2.3989 1.4241  0.25
H6 -1.9981 -2.1971 -0.4347  0.20
H7 -1.3018 0.6394 -2.3340  0.45
H8 -2.3532 -0.6889 -1.8098  0.43
H9 -0.8504 -0.7303 1.4488  0.44

---

This record from OMol25 describes 2 unconnected molecules or ions with the total composition C4H9BrO2S. The level of theory is ωB97M-V with the def2-TZVPD basis set.

Properties
Lowest unoccupied orbital energy in eV: -0.25
Charge: 0
Highest occupied orbital energy in eV: -9.55
Frontier orbital gap in eV: 9.3

Last column: natural (NBO) charge in e.
Element x y z (Å)
C1 0.8951 0.7919 -1.2598  -0.63
C2 1.4050 1.7062 0.9839  -0.44
C3 1.7305 -0.7503 0.5473  -0.65
C4 1.3532 0.7071 0.1764  0.06
O1 -3.5004 -2.0816 0.2457  -0.94
O2 -3.0845 -0.9511 -1.8296  -0.86
S1 -2.5675 -1.0904 -0.5048  1.55
Br1 -3.0574 0.9258 0.5045  -0.28
H1 0.0442 1.4959 -1.2473  0.21
H2 1.5821 0.9938 -1.8924  0.21
H3 0.4269 -0.1429 -1.5229  0.20
H4 -3.5711 -2.4879 1.0965  0.55
H5 1.1926 2.6671 0.5255  0.21
H6 1.7363 1.4580 1.9697  0.20
H7 2.7394 -1.0291 0.5077  0.22
H8 1.6053 -0.7870 1.5823  0.21
H9 1.0701 -1.4256 0.1175  0.20

---

This record from OMol25 describes a molecular structure, C4H9BrOS. The level of theory is ωB97M-V with the def2-TZVPD basis set.

Properties
Lowest unoccupied orbital energy in eV: 0.78
Charge: 0
Highest occupied orbital energy in eV: -9.27
Frontier orbital gap in eV: 10.1

Last column: natural (NBO) charge in e.
Element x y z (Å)
C1 -1.7136 1.1603 0.0895  -0.62
C2 0.8265 -1.8243 0.2275  -0.70
C3 -0.4544 1.1260 0.9735  -0.60
C4 0.9177 -0.7266 -0.7772  -0.45
O1 0.8966 1.9291 -1.2050  -0.97
S1 1.0931 1.1288 -0.0664  1.32
Br1 2.6509 -0.7834 -1.6923  -0.02
H1 -1.5705 1.9330 -0.7230  0.24
H2 -1.8299 0.1453 -0.2389  0.20
H3 -2.5464 1.4346 0.6859  0.21
H4 1.3387 -1.9308 1.1980  0.24
H5 -0.1896 -2.1525 0.3374  0.22
H6 1.2392 -2.7043 -0.2989  0.24
H7 -0.4067 0.3083 1.5641  0.21
H8 -0.4839 2.0182 1.5512  0.22
H9 0.2324 -1.0617 -1.6253  0.25

---

This record from OMol25 describes C4H9Cl in the gas phase. The level of theory is ωB97M-V with the def2-TZVPD basis set.

Properties
Lowest unoccupied orbital energy in eV: 1.00
Charge: 0
Structure (SMILES): CC(C)CCl
Highest occupied orbital energy in eV: -10.49
Frontier orbital gap in eV: 11.5

Last column: natural (NBO) charge in e.
Element x y z (Å)
C1 1.3439 1.2760 -0.2941  -0.61
C2 0.9253 -0.0143 0.4438  -0.22
C3 1.3560 -1.2630 -0.3164  -0.61
C4 -0.4954 -0.0319 0.9433  -0.39
Cl1 -1.6198 0.0132 -0.3523  -0.05
H1 0.9185 1.2449 -1.2953  0.21
H2 0.9551 2.1574 0.2079  0.21
H3 2.4424 1.3389 -0.3945  0.21
H4 1.5123 0.0598 1.4084  0.20
H5 2.4004 -1.3426 -0.4917  0.22
H6 0.9482 -2.1272 0.1527  0.21
H7 1.0177 -1.1600 -1.3310  0.21
H8 -0.7460 -0.9868 1.4342  0.21
H9 -0.6901 0.7902 1.6393  0.22

---

This record from OMol25 describes 2 unconnected molecules or ions with the total composition C4H9ClN. The level of theory is ωB97M-V with the def2-TZVPD basis set.

Properties
Lowest unoccupied orbital energy in eV: -5.30
Charge: +1
Highest occupied orbital energy in eV: -13.90
Frontier orbital gap in eV: 8.6

Last column: natural (NBO) charge in e.
Element x y z (Å)
C1 3.0462 0.9736 0.0253  -0.37
C2 -1.5310 0.8887 0.8414  0.14
C3 2.4356 -0.0218 -0.5376  -0.24
C4 -2.2216 -1.1254 -0.4276  -0.47
N1 -1.3984 -0.1379 0.0361  -0.41
Cl1 1.4397 -1.1486 0.3127  0.00
H1 3.7014 1.7027 -0.6037  0.25
H2 2.9396 1.2838 1.0894  0.23
H3 -2.3990 1.0220 1.3723  0.21
H4 -0.6502 1.4008 1.0683  0.22
H5 2.5045 -0.3143 -1.5529  0.23
H6 -3.2627 -1.1347 0.0732  0.25
H7 -2.5117 -0.9106 -1.5674  0.28
H8 -1.7291 -2.1266 -0.2344  0.26
H9 -0.3631 -0.3517 0.1051  0.43

---

This record from OMol25 describes C4H9ClN2 in the gas phase. The level of theory is ωB97M-V with the def2-TZVPD basis set.

Properties
Lowest unoccupied orbital energy in eV: 0.88
Charge: 0
Structure (SMILES): C/C=N\NCCCl
Highest occupied orbital energy in eV: -8.59
Frontier orbital gap in eV: 9.5

Last column: natural (NBO) charge in e.
Element x y z (Å)
C1 -1.9840 -0.6372 -0.2479  -0.71
C2 -1.2509 0.1682 -1.2287  0.03
N1 0.0690 0.3510 -1.4484  -0.26
N2 0.8714 -0.5457 -0.9418  -0.42
C3 0.8900 -0.4339 0.6060  -0.25
C4 1.5280 0.8739 0.8022  -0.45
Cl1 1.4132 1.3318 2.4338  -0.03
H1 -2.8864 -0.7155 -0.8964  0.24
H2 -1.5918 -1.6541 0.0592  0.22
H3 -2.1034 -0.2332 0.6704  0.23
H4 -1.9251 1.2235 -1.3766  0.18
H5 1.9441 -0.2933 -1.2196  0.35
H6 1.7433 -1.2525 0.8636  0.20
H7 -0.0214 -0.7263 1.1711  0.24
H8 0.7718 1.4841 0.3776  0.23
H9 2.5324 1.0593 0.3755  0.23

---

This record from OMol25 describes 2 unconnected molecules or ions with the total composition C4H9ClN2O2S. The level of theory is ωB97M-V with the def2-TZVPD basis set.

Properties
⟨S²⟩: 2.01
2S+1: 3
Lowest unoccupied orbital energy (spin up / spin down) in eV: 0.72 / -2.95
Charge: 0
Highest occupied orbital energy (spin up / spin down) in eV: -7.11 / -9.52
Frontier orbital gap (spin up / spin down) in eV: 7.8 / 6.6

Last column: Mulliken spin population.
Element x y z (Å)
C1 -1.0976 -0.5508 -0.1086  -0.01
C2 0.4357 1.6313 -0.3897  0.02
C3 -0.7833 0.9117 0.1389  -0.01
C4 2.6213 -1.0247 0.9643  0.58
N1 -2.4473 -0.6920 -0.3130  0.00
N2 -0.5661 -0.0496 1.1434  0.01
O1 -0.1359 -1.3161 -0.7520  0.01
O2 0.1248 2.0357 -1.6902  0.00
S1 3.6882 0.1105 0.8603  1.25
Cl1 2.9117 -2.7124 0.3800  0.12
H1 0.7223 2.5573 0.1782  0.00
H2 1.3059 0.9918 -0.3694  -0.01
H3 -1.7943 1.4854 0.2227  0.00
H4 1.5934 -0.8906 1.2626  0.04
H5 -2.7418 -0.7526 -1.2557  0.00
H6 -2.9521 -1.2324 0.2990  0.00
H7 -1.2492 0.0616 1.8739  0.00
H8 -0.0223 1.3500 -2.2709  0.00
H9 0.3864 -1.9141 -0.1738  0.00

---

This record from OMol25 describes 2 unconnected molecules or ions with the total composition C4H9ClN3. The level of theory is ωB97M-V with the def2-TZVPD basis set.

Properties
Lowest unoccupied orbital energy (spin up / spin down) in eV: -4.04 / -5.01
Charge: +1
Highest occupied orbital energy (spin up / spin down) in eV: -13.96 / -11.71
Frontier orbital gap (spin up / spin down) in eV: 9.9 / 6.7

Last column: natural (NBO) charge in e.
Element x y z (Å)
C1 -1.5141 0.2845 -0.2467  0.46
C2 -0.9157 -0.4206 -2.5110  -0.42
C3 1.3962 -0.4599 1.4842  -0.15
C4 0.5811 0.8447 -0.9765  -0.02
N1 -2.0733 0.2918 0.7665  -0.40
N2 -0.6351 0.2173 -1.2197  -0.49
N3 0.3128 -0.1780 2.4229  -0.75
Cl1 0.8040 2.3153 -0.1049  0.06
H1 -2.0039 -0.2234 -2.8802  0.26
H2 -0.1755 -0.0059 -3.2220  0.23
H3 -0.6743 -1.5463 -2.4721  0.23
H4 2.3064 -0.1657 1.7256  0.18
H5 1.3697 -1.3951 0.9369  0.20
H6 1.2436 0.6126 -1.7881  0.21
H7 0.4235 -0.3857 3.4701  0.45
H8 -0.6057 -0.6350 2.1673  0.48
H9 0.1603 0.8496 2.4476  0.45

---

This record from OMol25 describes 2 unconnected molecules or ions with the total composition C4H9ClN3. The level of theory is ωB97M-V with the def2-TZVPD basis set.

Properties
⟨S²⟩: 2.02
2S+1: 3
Lowest unoccupied orbital energy (spin up / spin down) in eV: -4.27 / -8.52
Charge: +1
Highest occupied orbital energy (spin up / spin down) in eV: -9.26 / -13.60
Frontier orbital gap (spin up / spin down) in eV: 5.0 / 5.1

Last column: Mulliken spin population.
Element x y z (Å)
C1 0.4088 -0.0138 1.4616  0.05
C2 -2.6990 -0.3264 -0.2861  0.79
C3 1.2631 0.8343 0.9797  0.37
C4 2.4641 0.3271 0.0696  0.02
N1 -0.5377 -0.7855 1.4823  0.34
N2 -3.3302 -1.1463 -1.0834  0.24
N3 2.5034 1.0804 -1.1507  0.03
Cl1 -3.6321 1.0506 0.0684  0.12
H1 1.2266 1.8988 1.4342  0.00
H2 -1.7148 -0.3533 0.4097  0.01
H3 3.4679 0.4095 0.5233  0.02
H4 2.4088 -0.6778 0.0042  0.00
H5 -0.4883 -1.5131 2.1764  0.03
H6 -4.2669 -1.0040 -1.4861  -0.01
H7 2.3930 0.4843 -1.9665  0.00
H8 -2.7721 -1.9180 -1.4218  -0.01
H9 3.3053 1.6532 -1.2146  0.00

---

This record from OMol25 describes 2 unconnected molecules or ions with the total composition C4H9ClS3. The level of theory is ωB97M-V with the def2-TZVPD basis set.

Properties
Lowest unoccupied orbital energy in eV: -0.43
Charge: 0
Structure (SMILES): S=C(S)S.CCCCl
Highest occupied orbital energy in eV: -8.83
Frontier orbital gap in eV: 8.4

Last column: natural (NBO) charge in e.
Element x y z (Å)
S1 -0.5376 3.3222 -3.3872  -0.01
C1 0.2568 1.8977 -3.6153  -0.53
S2 -0.3056 0.5932 -4.5400  0.11
S3 1.9161 1.6136 -3.0109  0.14
H1 -1.2301 1.4139 -5.2837  0.17
H2 2.2081 0.5835 -3.7196  0.11
C2 0.6148 -0.2900 2.4492  -0.63
C3 -0.1762 -1.1169 1.3765  -0.41
C4 -0.1536 -0.4426 -0.0166  -0.37
Cl1 1.3843 -0.7419 -0.8138  -0.08
H3 0.8502 -1.0396 3.2450  0.21
H4 1.5036 0.2882 2.0300  0.22
H5 -0.0493 0.3462 3.0331  0.21
H6 0.2646 -2.0511 1.3058  0.21
H7 -1.2196 -1.2041 1.6914  0.21
H8 -0.3281 0.5569 0.1237  0.20
H9 -0.8875 -0.9617 -0.7437  0.22

---

This record from OMol25 describes 2 unconnected molecules or ions with the total composition C4H9ClSi. The level of theory is ωB97M-V with the def2-TZVPD basis set.

Properties
Lowest unoccupied orbital energy in eV: -1.64
Charge: 0
Highest occupied orbital energy in eV: -8.03
Frontier orbital gap in eV: 6.4

Last column: natural (NBO) charge in e.
Element x y z (Å)
C1 1.0286 2.2641 0.2649  -0.27
C2 -0.1482 1.8458 -0.0579  -0.77
C3 -0.5178 -0.9653 -1.4961  -1.27
C4 0.0972 -0.9734 1.5399  -1.22
Si1 -0.4271 -0.0111 0.0069  1.92
Cl1 3.0575 -0.8924 0.4741  -0.83
H1 1.4251 3.2338 0.1847  0.21
H2 1.7700 1.6298 0.6696  0.23
H3 -0.8420 2.5873 -0.6437  0.25
H4 0.5094 -1.0718 -1.9719  0.33
H5 -0.9464 -2.0171 -1.4377  0.29
H6 -1.1115 -0.4354 -2.1853  0.26
H7 1.2242 -0.9393 1.2359  0.34
H8 0.0224 -0.5038 2.6171  0.28
H9 -0.2928 -1.9657 1.4734  0.25

---

F_max (computed, eV Å⁻¹): 4.1; 3.3; 7.6; 5.3; 2.8; 6.3; 6.3; 5.4; 4.5; 4.9; 4.4; 4.8